Record 1
The following is a DFT calculation (ωB97M-V/def2-TZVPD) of one molecule with the formula C5H8O2.

Each line ends with the natural charge from an NBO analysis.
Cartesian coordinates (Å):
O: -1.296 1.039 0.591  -0.743
C: -1.491 -0.203 -0.081  -0.061
C: -0.088 -0.773 -0.253  -0.236
C: 0.776 -0.526 1.026  -0.534
C: 1.539 0.545 0.246  0.631
O: 2.385 1.352 0.539  -0.521
C: 0.805 0.223 -1.056  -0.531
H: -1.817 1.748 0.212  0.483
H: -2.128 -0.861 0.528  0.171
H: -1.987 -0.122 -1.064  0.172
H: -0.092 -1.808 -0.624  0.215
H: 0.236 -0.126 1.892  0.251
H: 1.412 -1.357 1.343  0.235
H: 0.279 1.082 -1.489  0.231
H: 1.469 -0.213 -1.809  0.237

Its molar mass is 100.1 g mol⁻¹. The HOMO-LUMO gap is 10.0243 eV. The calculation puts the max |F| at 0.935 eV Å⁻¹. The value obtained for the LUMO energy is 0.026 Ha. As for the SMILES: O=C1CC(CO)C1. The calculated total energy is -9408.55629 eV.

Record 2
The following is a DFT calculation (ωB97M-V/def2-TZVPD) of one molecule with the formula C5H8O2.

Each line ends with the natural charge from an NBO analysis.
Cartesian coordinates (Å):
O: 2.457 0.354 0.277  -0.721
C: 1.429 -0.476 -0.237  -0.059
C: 0.127 -0.101 0.448  -0.270
C: -0.495 1.303 0.129  -0.383
C: -1.732 0.552 -0.328  -0.323
C: -1.160 -0.639 -0.142  0.323
O: -1.495 -1.920 -0.420  -0.667
H: 3.278 0.138 -0.183  0.470
H: 1.646 -1.539 -0.046  0.167
H: 1.317 -0.350 -1.326  0.157
H: 0.238 -0.255 1.528  0.216
H: -0.601 1.990 0.978  0.201
H: 0.042 1.819 -0.676  0.202
H: -2.291 -1.893 -0.979  0.484
H: -2.713 0.843 -0.688  0.203

Its molar mass is 100.1 g mol⁻¹. The HOMO-LUMO gap is 9.4692 eV. The calculation puts the max |F| at 0.473 eV Å⁻¹. The value obtained for the LUMO energy is 0.030 Ha. As for the SMILES: OC[C@H]1CC=C1O. The calculated total energy is -9407.92750 eV.

Record 3
The following is a DFT calculation (ωB97M-V/def2-TZVPD) of one molecule with the formula C5H8O2.

Each line ends with the natural charge from an NBO analysis.
Cartesian coordinates (Å):
O: -2.077 -0.729 1.398  -0.694
C: -0.820 -0.251 0.981  -0.070
C: -0.209 -1.039 -0.190  -0.468
C: 0.380 0.106 -0.993  0.071
C: 1.627 0.711 -0.357  -0.636
C: -1.157 1.137 0.379  0.253
O: -0.639 1.166 -0.807  -0.457
H: -2.712 -0.122 0.982  0.474
H: -0.139 -0.226 1.844  0.198
H: 0.539 -1.784 0.093  0.227
H: -1.016 -1.546 -0.730  0.230
H: 0.464 -0.071 -2.068  0.207
H: 2.338 -0.049 -0.029  0.219
H: 2.113 1.422 -1.028  0.227
H: 1.309 1.276 0.525  0.218

Its molar mass is 100.1 g mol⁻¹. The HOMO-LUMO gap is 9.4616 eV. The calculation puts the max |F| at 0.476 eV Å⁻¹. The value obtained for the LUMO energy is 0.023 Ha. The calculated total energy is -9406.70517 eV.

Record 4
The following is a DFT calculation (ωB97M-V/def2-TZVPD) of one molecule with the formula C5H8O2.

Each line ends with the natural charge from an NBO analysis.
Cartesian coordinates (Å):
O: -1.548 -1.475 1.127  -0.764
C: -1.337 0.166 0.968  -0.067
C: -0.224 0.121 0.051  -0.511
C: -0.010 0.584 -1.394  -0.389
C: 1.514 0.672 -1.080  -0.504
C: 1.169 0.387 0.394  0.572
O: 1.804 0.413 1.430  -0.601
H: -1.193 -1.759 1.990  0.503
H: -1.118 0.486 1.989  0.214
H: -2.315 0.484 0.611  0.218
H: -0.670 -1.356 0.407  0.491
H: -0.285 -0.120 -2.186  0.198
H: -0.443 1.562 -1.632  0.195
H: 1.983 1.645 -1.252  0.223
H: 2.126 -0.106 -1.548  0.223

Its molar mass is 100.1 g mol⁻¹. The HOMO-LUMO gap is 8.8330 eV. The calculation puts the max |F| at 0.380 eV Å⁻¹. The value obtained for the LUMO energy is 0.018 Ha. The calculated total energy is -9406.05013 eV.

Record 5
The following is a DFT calculation (ωB97M-V/def2-TZVPD) of one molecule with the formula C5H8O2.

Each line ends with the natural charge from an NBO analysis.
Cartesian coordinates (Å):
C: -1.720 -0.465 -0.139  -0.634
C: -0.392 0.257 -0.057  0.139
O: -0.530 1.668 -0.169  -0.704
C: 0.567 -0.023 1.124  -0.410
C: 1.765 -0.174 0.147  -0.528
C: 0.747 -0.206 -0.990  0.594
O: 0.774 -0.511 -2.153  -0.511
H: -2.416 -0.049 0.595  0.225
H: -2.153 -0.350 -1.139  0.221
H: -1.602 -1.537 0.054  0.217
H: -0.685 1.882 -1.097  0.476
H: 0.626 0.802 1.836  0.229
H: 0.327 -0.952 1.648  0.211
H: 2.399 0.718 0.091  0.244
H: 2.397 -1.061 0.242  0.233

Its molar mass is 100.1 g mol⁻¹. The HOMO-LUMO gap is 10.2883 eV. The calculation puts the max |F| at 0.620 eV Å⁻¹. The value obtained for the LUMO energy is 0.032 Ha. As for the SMILES: C[C@@]1(O)CCC1=O. The calculated total energy is -9408.81073 eV.

Record 6
The following is a DFT calculation (ωB97M-V/def2-TZVPD) of a 2-piece molecular cluster, C5H8O2 overall.

Each line ends with the natural charge from an NBO analysis.
Cartesian coordinates (Å):
C: -1.458 1.250 -0.395  -0.662
C: -0.148 0.618 -0.683  0.009
C: 0.194 -0.778 1.875  0.286
O: 1.350 -1.131 1.857  -0.540
C: 1.147 0.630 -0.549  -0.219
C: 0.601 -0.491 -1.345  0.058
O: 0.553 -1.816 -0.864  -0.742
H: -1.361 2.031 0.366  0.223
H: -1.851 1.707 -1.309  0.239
H: -2.199 0.516 -0.059  0.230
H: -0.585 -1.315 1.306  0.134
H: -0.142 0.107 2.448  0.114
H: 2.030 1.071 -0.107  0.228
H: 0.710 -0.508 -2.430  0.158
H: 1.158 -1.890 -0.110  0.485

Its molar mass is 100.1 g mol⁻¹. The HOMO-LUMO gap is 10.0740 eV. The calculation puts the max |F| at 0.582 eV Å⁻¹. The value obtained for the LUMO energy is 0.022 Ha. As for the SMILES: CC1=C[C@H]1O.C=O. The calculated total energy is -9406.22092 eV.

Record 7
The following is a DFT calculation (ωB97M-V/def2-TZVPD) of C5H8O2 as an isolated structure.

Each line ends with the natural charge from an NBO analysis.
Cartesian coordinates (Å):
C: 1.123 0.189 -0.984  -0.168
O: 0.679 -1.186 -0.861  -0.530
C: -0.401 -1.165 0.029  0.334
C: -1.322 -0.044 -0.393  -0.476
C: 0.358 1.056 -0.026  -0.233
C: 0.422 0.486 1.361  -0.168
O: 0.012 -0.904 1.341  -0.530
H: 1.003 0.513 -2.023  0.191
H: 2.194 0.225 -0.742  0.213
H: -0.881 -2.142 0.009  0.205
H: -2.172 0.111 0.282  0.239
H: -1.652 -0.107 -1.437  0.238
H: -0.807 1.204 -0.394  0.279
H: 1.457 0.533 1.730  0.213
H: -0.209 1.036 2.067  0.191

Its molar mass is 100.1 g mol⁻¹. The HOMO-LUMO gap is 9.6635 eV. The calculation puts the max |F| at 1.189 eV Å⁻¹. The value obtained for the LUMO energy is 0.029 Ha. The calculated total energy is -9405.58996 eV.

Record 8
The following is a DFT calculation (ωB97M-V/def2-TZVPD) of one molecule with the formula C5H8O2.

Each line ends with the natural charge from an NBO analysis.
Cartesian coordinates (Å):
O: 2.249 -0.931 -0.408  -0.712
C: 1.326 -0.414 0.529  -0.070
C: 0.624 0.850 -0.005  -0.468
C: -0.773 0.593 -0.558  0.095
C: -1.748 -0.049 0.432  -0.605
C: -1.466 -1.351 -0.337  0.285
O: -0.792 -0.682 -1.277  -0.489
H: 1.751 -1.176 -1.201  0.471
H: 1.897 -0.182 1.434  0.189
H: 0.518 1.614 0.774  0.223
H: 1.278 1.271 -0.775  0.231
H: -1.137 1.411 -1.195  0.198
H: -1.510 0.005 1.500  0.232
H: -2.799 0.228 0.278  0.250
H: 0.584 -1.187 0.806  0.168

Its molar mass is 100.1 g mol⁻¹. The HOMO-LUMO gap is 9.6615 eV. The calculation puts the max |F| at 0.426 eV Å⁻¹. The value obtained for the LUMO energy is 0.029 Ha. The calculated total energy is -9405.98845 eV.

Question: Which of these has the lowest HOMO-LUMO gap?
Answer: number 4

Copy entry 6 word for word.
The following is a DFT calculation (ωB97M-V/def2-TZVPD) of a 2-piece molecular cluster, C5H8O2 overall.

Each line ends with the natural charge from an NBO analysis.
Cartesian coordinates (Å):
C: -1.458 1.250 -0.395  -0.662
C: -0.148 0.618 -0.683  0.009
C: 0.194 -0.778 1.875  0.286
O: 1.350 -1.131 1.857  -0.540
C: 1.147 0.630 -0.549  -0.219
C: 0.601 -0.491 -1.345  0.058
O: 0.553 -1.816 -0.864  -0.742
H: -1.361 2.031 0.366  0.223
H: -1.851 1.707 -1.309  0.239
H: -2.199 0.516 -0.059  0.230
H: -0.585 -1.315 1.306  0.134
H: -0.142 0.107 2.448  0.114
H: 2.030 1.071 -0.107  0.228
H: 0.710 -0.508 -2.430  0.158
H: 1.158 -1.890 -0.110  0.485

Its molar mass is 100.1 g mol⁻¹. The HOMO-LUMO gap is 10.0740 eV. The calculation puts the max |F| at 0.582 eV Å⁻¹. The value obtained for the LUMO energy is 0.022 Ha. As for the SMILES: CC1=C[C@H]1O.C=O. The calculated total energy is -9406.22092 eV.

Question: Number 3 is which compound?
Answer: C5H8O2